Formula: C4H15N2O2
Source: the OMol25 dataset
Level of theory: ωB97M-V/def2-TZVPD

Cartesian coordinates (Å):
O -1.189 2.420 -1.236
O -1.835 -2.584 0.350
N 2.637 0.200 1.210
N 0.939 -1.540 0.087
C 0.418 -0.143 0.280
C -1.557 1.316 -0.452
C 1.604 0.797 0.359
C -0.616 0.122 -0.768
H 0.188 -2.193 0.330
H -0.174 0.353 -1.731
H 1.939 1.082 -0.644
H -1.422 1.560 0.611
H 2.644 0.685 2.097
H 1.236 -1.661 -0.883
H -2.552 -2.008 0.631
H -0.092 -0.232 1.244
H 3.558 0.341 0.816
H -1.246 -0.725 -1.026
H 1.762 -1.630 0.697
H -2.579 0.982 -0.605
H -2.168 -3.484 0.435
H 1.218 1.726 0.780
H -1.975 2.927 -1.465

Output
Frontier orbital gap ... 10.890 eV
E ... -421.163822 Ha
Charge ... +1
Energy above the lowest of the compared OMol25 structures with the same formula, charge and spin ... 0.806 eV